Entry 1:
Entry from OMol25: 2 unconnected molecules or ions with the total composition C4H12O2 (ωB97M-V/def2-TZVPD).

Calculated values
total charge = 0
E_tot = -310.056062 a.u.
frontier orbital gap = 10.97 eV
molecular weight = 92.138 g/mol
SMILES = CCO.CCO
ΔE to the lowest compared entry with this formula, charge and spin = 44.3 kJ/mol

The geometry in XYZ format:
```
18
Properties=species:S:1:pos:R:3:forces:R:3:nbo_charge:R:1
O 2.2764 2.9972 2.4433 0.6729 0.4034 0.2062 -0.731
C 3.9730 1.7238 1.2127 0.0512 0.0285 -0.2206 -0.639
C 2.8447 1.7043 2.2287 -0.2941 -0.3833 0.0420 -0.064
H 2.9874 3.5805 2.7817 -0.6466 -0.4516 -0.3012 0.464
H 3.6143 2.1358 0.2544 0.1689 -0.1562 0.3434 0.220
H 4.3479 0.7014 1.0378 -0.0854 0.3881 0.0654 0.217
H 4.8080 2.3478 1.5733 -0.2221 -0.2309 -0.1465 0.199
H 2.0063 1.0804 1.8636 0.4266 0.2689 0.1970 0.178
H 3.1944 1.2716 3.1857 -0.1609 0.1551 -0.3140 0.157
O 0.7186 3.5182 -0.8810 -0.0105 -0.0009 0.8347 -0.729
C -1.2774 2.3021 -0.1383 -0.0572 -0.2208 0.0337 -0.638
C -0.7097 3.5115 -0.8600 -0.0052 0.2059 -0.3898 -0.061
H 1.0281 3.5391 0.0486 -0.1615 -0.0189 -0.6542 0.472
H -0.9083 1.3733 -0.6049 -0.1448 0.3338 0.1985 0.211
H -2.3792 2.3081 -0.1902 0.3777 -0.0225 0.0706 0.212
H -0.9751 2.3072 0.9224 -0.1322 -0.0261 -0.3267 0.204
H -1.0112 3.5029 -1.9251 0.0995 0.0305 0.5273 0.174
H -1.0945 4.4462 -0.4088 0.1238 -0.3030 -0.1658 0.155
```
Positions in Å, forces in eV/Å.

Entry 2:
Entry from OMol25: 3 unconnected molecules or ions with the total composition C4H12O2 in a non-equilibrium geometry (ωB97M-V/def2-TZVPD).

Calculated values
total charge = 0
E_tot = -310.004998 a.u.
frontier orbital gap = 9.91 eV
molecular weight = 92.138 g/mol
SMILES = C/C=C/C.O.O
ΔE to the lowest compared entry with this formula, charge and spin = 178.3 kJ/mol

The geometry in XYZ format:
```
18
Properties=species:S:1:pos:R:3:forces:R:3:nbo_charge:R:1
C -0.5945 -0.6042 0.3649 2.9836 0.0164 0.2557 -0.217
C 0.2873 0.2603 -0.1237 1.0359 0.6559 -0.0442 -0.191
C 0.0407 1.1303 -1.3194 1.8879 0.0980 -1.3419 -0.687
C -0.0776 -1.5351 1.3980 2.2897 -0.4752 1.1288 -0.628
H -1.5304 -0.7588 -0.0585 -1.7581 0.1375 -0.4845 0.211
H 1.4040 0.2000 0.2149 -2.1833 0.2950 -0.2510 0.177
H -0.9615 1.4526 -1.4964 -0.8849 0.2288 0.3962 0.214
H 0.7230 2.0849 -1.3914 -1.1165 -2.0720 0.0198 0.212
H 0.2267 0.3510 -2.1403 0.1594 1.7952 0.5401 0.265
H 1.1088 -1.7534 1.2140 -2.8685 0.5510 0.5951 0.192
H -0.5662 -2.5197 1.4057 0.0300 0.4330 0.2463 0.221
H -0.1729 -0.9888 2.3885 0.1189 -1.1983 -0.7960 0.222
H -1.7726 1.8436 1.1455 -1.5511 -0.1559 1.7186 0.473
H -1.7046 2.0090 2.6505 -0.3220 -0.0428 0.1111 0.464
O -2.3735 1.8451 1.9706 1.8920 0.1506 -1.8168 -0.937
H 1.8990 -1.0710 -1.2232 0.3718 0.2545 -1.3589 0.488
H 2.3461 -0.7396 -2.8203 -1.0547 -0.8714 2.1333 0.488
O 1.7181 -1.2062 -2.1794 0.9697 0.1996 -1.0519 -0.966
```
Positions in Å, forces in eV/Å.

Entry 3:
Entry from OMol25: 3 unconnected molecules or ions with the total composition C4H12O2 in a non-equilibrium geometry (ωB97M-V/def2-TZVPD).

Calculated values
total charge = 0
E_tot = -310.027593 a.u.
frontier orbital gap = 9.97 eV
molecular weight = 92.138 g/mol
SMILES = C/C=C/C.O.O
ΔE to the lowest compared entry with this formula, charge and spin = 119.0 kJ/mol

The geometry in XYZ format:
```
18
Properties=species:S:1:pos:R:3:forces:R:3:nbo_charge:R:1
C -0.5158 -0.5071 0.5365 1.4323 0.4313 0.9349 -0.203
C -0.1286 -0.9749 -0.6288 -0.7398 -1.9307 -2.5653 -0.176
C -0.6217 -0.6481 -2.0341 0.2915 1.7316 0.6615 -0.647
C 0.0898 -1.0760 1.8179 -1.3939 -0.0434 -0.1311 -0.637
H -1.0351 0.4470 0.6335 -0.4174 -0.3654 -0.1572 0.210
H 0.5305 -1.8397 -0.7665 0.0478 0.0666 1.0505 0.181
H -1.3098 0.1975 -1.9510 0.3785 0.4161 -0.3701 0.206
H 0.2737 -0.4388 -2.6401 -0.3820 0.4418 0.0191 0.207
H -1.1837 -1.3394 -2.6455 -0.0485 -1.0600 0.5655 0.221
H -0.6755 -1.0230 2.5983 0.1956 0.3175 0.1854 0.207
H 0.9718 -0.5282 2.1423 0.0735 -0.1410 0.0426 0.217
H 0.2431 -2.1530 1.7295 0.5576 0.1640 -0.2268 0.212
H -3.2114 2.9540 2.4353 0.0401 -1.2267 -0.0522 0.481
H -3.2981 1.3377 2.4207 -0.3058 0.5470 0.1323 0.479
O -2.7559 2.1108 2.2315 0.2842 0.6548 -0.0981 -0.958
H 4.8951 1.5352 -1.6380 -1.0951 -0.0428 0.1018 0.485
H 3.3914 0.9782 -2.0521 0.2484 0.6250 0.6725 0.485
O 4.3400 0.9677 -2.1894 0.8331 -0.5857 -0.7654 -0.970
```
Positions in Å, forces in eV/Å.